C23H28FN3O5S in the gas phase, computed with ωB97M-V/def2-TZVPD.

Properties
LUMO ... 0.5 eV
SMILES ... Cc1ccc(S(=O)(=O)NCC(=O)N(CC(=O)NCc2ccc(F)cc2)C[C@H]2CCCO2)cc1
Energy relative to the best compared isomer or geometry (same formula, charge and spin) ... 0.687 eV
Total energy ... -52566.7940 eV
Gap between HOMO and LUMO ... 9.4 eV

CARTESIAN COORDINATES (ANGSTROEM)
C (-5.412, -3.958, 1.255)
C (-4.133, -3.392, 0.719)
C (-3.807, -2.055, 0.914)
C (-2.616, -1.536, 0.436)
C (-1.747, -2.367, -0.244)
C (-2.049, -3.700, -0.452)
C (-3.239, -4.209, 0.032)
H (-3.482, -5.250, -0.123)
H (-1.339, -4.314, -0.983)
S (-0.238, -1.725, -0.935)
O (0.222, -0.620, -0.129)
O (0.679, -2.799, -1.174)
N (-0.798, -1.171, -2.429)
H (-0.101, -1.411, -3.125)
C (-1.038, 0.257, -2.421)
H (-1.693, 0.475, -1.581)
C (0.310, 0.973, -2.308)
O (1.314, 0.404, -2.712)
N (0.344, 2.221, -1.803)
C (-0.777, 2.846, -1.139)
H (-0.550, 3.910, -1.048)
H (-1.671, 2.742, -1.759)
C (-1.071, 2.237, 0.260)
C (-0.868, 3.229, 1.405)
H (-0.721, 2.681, 2.336)
H (-0.011, 3.878, 1.249)
C (-2.213, 3.950, 1.425)
H (-2.244, 4.727, 0.660)
H (-2.442, 4.398, 2.389)
C (-3.178, 2.815, 1.075)
H (-4.026, 3.150, 0.469)
H (-3.565, 2.331, 1.980)
O (-2.439, 1.847, 0.339)
H (-0.464, 1.335, 0.380)
C (1.650, 2.834, -1.612)
H (2.317, 2.459, -2.390)
C (2.213, 2.477, -0.227)
O (2.302, 3.296, 0.668)
N (2.569, 1.192, -0.133)
H (2.370, 0.566, -0.903)
C (2.947, 0.560, 1.116)
C (4.039, -0.444, 0.866)
C (5.349, -0.191, 1.247)
C (6.351, -1.111, 0.988)
C (6.019, -2.282, 0.333)
C (4.724, -2.557, -0.065)
C (3.734, -1.631, 0.206)
H (2.717, -1.835, -0.096)
H (4.499, -3.480, -0.575)
F (6.993, -3.185, 0.077)
H (7.372, -0.930, 1.282)
H (5.591, 0.732, 1.754)
H (3.268, 1.351, 1.796)
H (2.067, 0.053, 1.532)
H (1.553, 3.918, -1.694)
H (-1.530, 0.540, -3.357)
H (-2.363, -0.499, 0.589)
H (-4.492, -1.410, 1.444)
H (-6.130, -3.170, 1.464)
H (-5.217, -4.496, 2.182)
H (-5.849, -4.659, 0.549)

Here are the natural (NBO) charges for atoms 1 to 8, given in e: number 1, C, carries -0.632; number 2, C, carries 0.012; number 3, C, carries -0.224; number 4, C, carries -0.124; number 5, C, carries -0.368; number 6, C, carries -0.160; number 7, C, carries -0.216; number 8, H, carries 0.216


C23H28N2O2S in the gas phase, computed with ωB97M-V/def2-TZVPD.

Properties
LUMO ... 0.5 eV
SMILES ... CCCC1=Nc2cc(C(=O)NCCCOC(C)C)ccc2Sc2ccccc21
Energy relative to the best compared isomer or geometry (same formula, charge and spin) ... 1.196 eV
Total energy ... -42216.7687 eV
Gap between HOMO and LUMO ... 8.8 eV

CARTESIAN COORDINATES (ANGSTROEM)
C (-2.861, -3.283, -3.018)
C (-2.275, -1.961, -2.540)
H (-2.465, -1.181, -3.279)
H (-1.194, -2.052, -2.430)
C (-2.879, -1.536, -1.205)
C (-2.325, -0.238, -0.695)
N (-1.291, 0.243, -1.248)
C (-0.682, 1.438, -0.965)
C (0.709, 1.450, -0.852)
C (1.400, 2.637, -0.664)
C (0.708, 3.845, -0.663)
C (-0.668, 3.853, -0.778)
C (-1.363, 2.661, -0.900)
S (-3.145, 2.695, -1.004)
C (-3.436, 1.687, 0.444)
C (-4.108, 2.241, 1.522)
C (-4.353, 1.478, 2.649)
C (-3.917, 0.164, 2.700)
C (-3.259, -0.392, 1.619)
C (-3.015, 0.357, 0.471)
H (-2.918, -1.415, 1.667)
H (-4.096, -0.431, 3.583)
H (-4.880, 1.910, 3.487)
H (-4.437, 3.267, 1.464)
H (-1.219, 4.781, -0.764)
H (1.262, 4.765, -0.562)
C (2.886, 2.643, -0.485)
O (3.605, 3.528, -0.909)
N (3.331, 1.600, 0.248)
H (2.690, 0.852, 0.473)
C (4.725, 1.261, 0.398)
C (4.991, -0.165, -0.090)
H (4.722, -0.245, -1.144)
C (4.186, -1.206, 0.690)
O (2.840, -1.167, 0.261)
C (1.945, -2.017, 0.968)
C (1.326, -1.284, 2.161)
H (0.684, -1.958, 2.720)
H (2.099, -0.910, 2.829)
H (0.732, -0.442, 1.811)
C (0.866, -2.474, -0.011)
H (1.325, -2.965, -0.866)
H (0.194, -3.173, 0.479)
H (0.296, -1.620, -0.366)
H (2.502, -2.896, 1.329)
H (4.597, -2.211, 0.508)
H (4.256, -1.002, 1.769)
H (6.052, -0.387, 0.019)
H (5.012, 1.349, 1.453)
H (5.303, 1.985, -0.183)
H (1.227, 0.505, -0.931)
H (-3.964, -1.431, -1.297)
H (-2.696, -2.312, -0.456)
H (-2.426, -3.568, -3.972)
H (-3.939, -3.202, -3.145)
H (-2.659, -4.075, -2.300)

Here are the natural (NBO) charges for atoms 1 to 8, given in e: number 1, C, carries -0.601; number 2, C, carries -0.388; number 3, H, carries 0.210; number 4, H, carries 0.212; number 5, C, carries -0.455; number 6, C, carries 0.357; number 7, N, carries -0.457; number 8, C, carries 0.195


C23H28N4O2 in the gas phase, computed with ωB97M-V/def2-TZVPD.

Properties
LUMO ... 0.1 eV
SMILES ... CCN(CC)CCNC(=O)Cn1nc(Cc2ccccc2)c2ccccc2c1=O
Energy relative to the best compared isomer or geometry (same formula, charge and spin) ... 1.493 eV
Total energy ... -34361.7746 eV
Gap between HOMO and LUMO ... 8.3 eV

CARTESIAN COORDINATES (ANGSTROEM)
C (-2.305, -3.244, -2.476)
H (-2.901, -3.253, -3.385)
H (-1.335, -3.682, -2.699)
H (-2.800, -3.865, -1.733)
C (-2.154, -1.804, -1.970)
N (-1.488, -1.642, -0.692)
C (-2.288, -2.074, 0.446)
C (-2.615, -0.886, 1.367)
N (-1.422, -0.253, 1.877)
C (-0.744, -0.761, 2.918)
O (-1.132, -1.679, 3.608)
C (0.567, -0.017, 3.232)
N (1.382, 0.263, 2.069)
N (0.874, 1.157, 1.222)
C (1.504, 1.526, 0.160)
C (2.805, 0.999, -0.166)
C (3.559, 1.385, -1.281)
C (4.788, 0.814, -1.519)
C (5.302, -0.153, -0.656)
C (4.581, -0.540, 0.450)
C (3.333, 0.030, 0.707)
C (2.594, -0.383, 1.904)
O (2.989, -1.205, 2.709)
H (4.952, -1.280, 1.142)
H (6.267, -0.593, -0.857)
H (5.362, 1.118, -2.382)
H (3.175, 2.135, -1.955)
C (0.809, 2.532, -0.721)
C (-0.640, 2.673, -0.343)
C (-1.615, 1.945, -1.010)
C (-2.947, 2.058, -0.650)
C (-3.317, 2.892, 0.391)
C (-2.349, 3.615, 1.067)
C (-1.020, 3.508, 0.700)
H (-0.267, 4.077, 1.227)
H (-2.632, 4.267, 1.880)
H (-4.355, 2.980, 0.673)
H (-3.696, 1.497, -1.190)
H (-1.336, 1.284, -1.817)
H (0.892, 2.212, -1.762)
H (1.321, 3.494, -0.620)
H (0.308, 0.927, 3.720)
H (1.161, -0.637, 3.908)
H (-0.980, 0.457, 1.305)
H (-3.185, -0.133, 0.823)
H (-3.193, -1.251, 2.220)
H (-3.233, -2.514, 0.117)
H (-1.758, -2.829, 1.036)
C (-0.119, -2.130, -0.634)
H (0.257, -1.898, 0.366)
H (-0.060, -3.225, -0.758)
C (0.789, -1.460, -1.659)
H (0.589, -1.818, -2.666)
H (0.645, -0.384, -1.633)
H (1.828, -1.678, -1.423)
H (-1.604, -1.223, -2.715)
H (-3.144, -1.351, -1.870)

Here are the natural (NBO) charges for atoms 1 to 8, given in e: number 1, C, carries -0.638; number 2, H, carries 0.213; number 3, H, carries 0.203; number 4, H, carries 0.206; number 5, C, carries -0.207; number 6, N, carries -0.473; number 7, C, carries -0.228; number 8, C, carries -0.223


Which formula does entry 2 have?
C23H28N2O2S


Which value of total energy does entry 2 give?
-42216.7687 eV


LUMO of number 3 (C23H28N4O2)?
0.1 eV